ORCA calculation (ωB97M-V/def2-TZVPD) on a molecular structure, C11H9AsIMnNO10SSe at a distorted geometry.

The geometry in XYZ format:
```
36
Properties=species:S:1:pos:R:3
Mn -0.636 0.211 -0.383
O 2.395 2.589 -0.187
As 2.089 0.907 -0.602
O 3.213 0.427 -1.655
O 0.512 1.043 -1.404
C 2.362 0.170 1.210
C 3.430 0.747 1.877
C 3.660 0.432 3.210
C 2.830 -0.452 3.881
C 1.776 -1.056 3.214
C 1.551 -0.738 1.887
S 0.282 -1.616 1.014
O 0.352 -2.983 1.385
O 0.621 -1.289 -0.415
O -1.101 -1.029 1.071
H 2.280 3.155 -0.960
H 4.055 1.454 1.351
H 4.488 0.895 3.730
H 2.995 -0.678 4.925
H 1.139 -1.780 3.706
O -0.951 3.735 0.728
Se -1.300 2.248 1.109
O 0.029 1.232 1.069
O -1.993 1.418 -0.236
O -2.167 2.046 2.407
I -5.887 -1.725 -1.782
C -3.957 -1.261 -2.418
C -3.620 -1.260 -3.764
C -2.317 -0.943 -4.111
C -1.408 -0.624 -3.122
N -1.747 -0.611 -1.830
C -3.000 -0.935 -1.478
H -4.356 -1.504 -4.516
H -2.009 -0.936 -5.147
H -0.383 -0.362 -3.346
H -3.229 -0.925 -0.421
```

Results
Energy (eV): -209953.6738
Orbital gap (spin up / spin down) (eV): 6.40 / 7.37
2S+1: 2
Relative energy (zero: lowest compared OMol25 entry of this formula, charge and spin) (eV): 0.000

---

ORCA calculation (ωB97M-V/def2-TZVPD) on a molecular structure, C11H9BrO7Pt at a distorted geometry.

The geometry in XYZ format:
```
29
Properties=species:S:1:pos:R:3
Pt -0.435 0.530 -0.467
O 2.300 -2.437 1.696
C 1.705 -1.364 1.192
O 0.877 -1.443 0.308
C 2.256 -0.105 1.841
O 1.635 1.062 1.398
C 0.712 1.642 2.320
C -0.572 0.788 2.481
O -0.929 0.459 3.591
O -1.202 0.481 1.378
H 1.966 -3.231 1.256
H 3.311 -0.051 1.559
H 2.201 -0.227 2.926
H 0.443 2.609 1.894
H 1.174 1.777 3.297
Br 2.348 -0.480 -7.357
C 1.979 0.922 -6.131
C 2.313 2.225 -6.463
C 2.048 3.240 -5.555
C 1.474 2.953 -4.328
C 1.142 1.641 -4.013
C 1.386 0.616 -4.921
C 0.534 1.311 -2.703
O 0.553 2.130 -1.753
O -0.012 0.177 -2.510
H 2.775 2.440 -7.416
H 2.297 4.261 -5.812
H 1.277 3.734 -3.606
H 1.116 -0.401 -4.672
```

Results
Energy (eV): -99173.2115
Orbital gap (spin up / spin down) (eV): 7.57 / 7.56

---

Repeat the first record exactly.
ORCA calculation (ωB97M-V/def2-TZVPD) on a molecular structure, C11H9AsIMnNO10SSe at a distorted geometry.

The geometry in XYZ format:
```
36
Properties=species:S:1:pos:R:3
Mn -0.636 0.211 -0.383
O 2.395 2.589 -0.187
As 2.089 0.907 -0.602
O 3.213 0.427 -1.655
O 0.512 1.043 -1.404
C 2.362 0.170 1.210
C 3.430 0.747 1.877
C 3.660 0.432 3.210
C 2.830 -0.452 3.881
C 1.776 -1.056 3.214
C 1.551 -0.738 1.887
S 0.282 -1.616 1.014
O 0.352 -2.983 1.385
O 0.621 -1.289 -0.415
O -1.101 -1.029 1.071
H 2.280 3.155 -0.960
H 4.055 1.454 1.351
H 4.488 0.895 3.730
H 2.995 -0.678 4.925
H 1.139 -1.780 3.706
O -0.951 3.735 0.728
Se -1.300 2.248 1.109
O 0.029 1.232 1.069
O -1.993 1.418 -0.236
O -2.167 2.046 2.407
I -5.887 -1.725 -1.782
C -3.957 -1.261 -2.418
C -3.620 -1.260 -3.764
C -2.317 -0.943 -4.111
C -1.408 -0.624 -3.122
N -1.747 -0.611 -1.830
C -3.000 -0.935 -1.478
H -4.356 -1.504 -4.516
H -2.009 -0.936 -5.147
H -0.383 -0.362 -3.346
H -3.229 -0.925 -0.421
```

Results
Energy (eV): -209953.6738
Orbital gap (spin up / spin down) (eV): 6.40 / 7.37
2S+1: 2
Relative energy (zero: lowest compared OMol25 entry of this formula, charge and spin) (eV): 0.000

---

Please write out number 1 again, unchanged.
ORCA calculation (ωB97M-V/def2-TZVPD) on a molecular structure, C11H9AsIMnNO10SSe at a distorted geometry.

The geometry in XYZ format:
```
36
Properties=species:S:1:pos:R:3
Mn -0.636 0.211 -0.383
O 2.395 2.589 -0.187
As 2.089 0.907 -0.602
O 3.213 0.427 -1.655
O 0.512 1.043 -1.404
C 2.362 0.170 1.210
C 3.430 0.747 1.877
C 3.660 0.432 3.210
C 2.830 -0.452 3.881
C 1.776 -1.056 3.214
C 1.551 -0.738 1.887
S 0.282 -1.616 1.014
O 0.352 -2.983 1.385
O 0.621 -1.289 -0.415
O -1.101 -1.029 1.071
H 2.280 3.155 -0.960
H 4.055 1.454 1.351
H 4.488 0.895 3.730
H 2.995 -0.678 4.925
H 1.139 -1.780 3.706
O -0.951 3.735 0.728
Se -1.300 2.248 1.109
O 0.029 1.232 1.069
O -1.993 1.418 -0.236
O -2.167 2.046 2.407
I -5.887 -1.725 -1.782
C -3.957 -1.261 -2.418
C -3.620 -1.260 -3.764
C -2.317 -0.943 -4.111
C -1.408 -0.624 -3.122
N -1.747 -0.611 -1.830
C -3.000 -0.935 -1.478
H -4.356 -1.504 -4.516
H -2.009 -0.936 -5.147
H -0.383 -0.362 -3.346
H -3.229 -0.925 -0.421
```

Results
Energy (eV): -209953.6738
Orbital gap (spin up / spin down) (eV): 6.40 / 7.37
2S+1: 2
Relative energy (zero: lowest compared OMol25 entry of this formula, charge and spin) (eV): 0.000